{"formula": "C31H53F5NO13S4", "method": "ωB97M-V/def2-TZVPD", "symbols": ["C", "C", "C", "O", "C", "O", "C", "C", "C", "O", "N", "C", "C", "O", "O", "C", "C", "C", "C", "C", "F", "F", "C", "F", "F", "F", "H", "H", "H", "H", "H", "H", "H", "H", "H", "H", "H", "H", "H", "H", "H", "H", "H", "H", "H", "H", "H", "C", "C", "C", "S", "O", "O", "C", "H", "H", "H", "H", "H", "H", "H", "H", "C", "C", "C", "S", "O", "O", "C", "H", "H", "H", "H", "H", "H", "H", "H", "C", "C", "C", "S", "O", "O", "C", "H", "H", "H", "H", "H", "H", "H", "H", "C", "C", "C", "S", "O", "O", "C", "H", "H", "H", "H", "H", "H", "H", "H"], "xyz": [[4.323, 1.467, 2.962], [3.802, 2.556, 1.897], [2.233, 2.911, 2.028], [1.723, 3.141, 0.695], [0.782, 2.129, 0.265], [1.181, 0.773, 0.122], [0.821, -0.105, 1.200], [-0.471, -1.053, 0.893], [0.677, 2.544, -1.331], [1.711, 2.355, -2.020], [-0.655, 3.032, -1.702], [-1.634, 2.437, -0.704], [-2.005, 0.970, -1.253], [-2.949, 0.318, -0.645], [-1.391, 0.411, -2.376], [-0.714, 2.556, 0.633], [-1.377, 2.202, 2.048], [-2.289, 3.427, 2.629], [-3.869, 3.115, 2.580], [-4.412, 2.304, 3.854], [-4.008, 2.862, 5.103], [-5.857, 2.410, 3.826], [-4.089, 0.732, 3.809], [-4.351, 0.162, 2.526], [-2.777, 0.425, 4.249], [-4.973, 0.060, 4.713], [4.307, 1.866, 4.043], [5.423, 1.240, 2.693], [3.735, 0.476, 2.866], [4.391, 3.530, 2.117], [4.115, 2.266, 0.824], [2.192, 3.934, 2.573], [1.636, 2.187, 2.673], [1.695, -0.854, 1.346], [0.645, 0.372, 2.224], [-0.474, -1.420, -0.194], [-0.308, -1.980, 1.571], [-1.456, -0.589, 1.227], [-0.925, 2.954, -2.689], [-2.571, 3.109, -0.681], [-0.622, 3.712, 0.697], [-0.621, 1.967, 2.883], [-2.128, 1.336, 1.884], [-2.029, 3.558, 3.751], [-2.037, 4.425, 2.133], [-4.403, 4.140, 2.613], [-4.143, 2.624, 1.588], [-5.584, 0.914, -3.426], [-7.088, 1.191, -3.510], [-7.316, 2.629, -3.040], [-5.809, 3.517, -3.407], [-5.199, 3.918, -2.159], [-6.058, 4.453, -4.482], [-4.908, 2.122, -4.052], [-5.313, -0.010, -3.940], [-5.281, 0.819, -2.378], [-7.421, 1.084, -4.548], [-7.664, 0.485, -2.907], [-8.150, 3.098, -3.564], [-7.481, 2.675, -1.962], [-3.853, 2.206, -3.790], [-5.027, 2.123, -5.138], [-0.498, -1.363, 7.000], [0.916, -1.745, 7.444], [1.896, -1.080, 6.475], [1.078, 0.391, 5.868], [0.836, 0.231, 4.453], [1.735, 1.560, 6.411], [-0.458, 0.137, 6.738], [-1.243, -1.618, 7.756], [-0.753, -1.898, 6.079], [1.092, -1.373, 8.459], [1.055, -2.828, 7.463], [2.825, -0.799, 6.972], [2.112, -1.724, 5.620], [-1.292, 0.489, 6.132], [-0.409, 0.699, 7.673], [2.091, -4.826, -3.011], [2.416, -3.375, -2.645], [1.176, -2.784, -1.971], [0.322, -4.155, -1.205], [-0.950, -4.333, -1.865], [0.437, -4.046, 0.233], [1.436, -5.427, -1.774], [2.985, -5.380, -3.301], [1.391, -4.847, -3.853], [3.260, -3.356, -1.949], [2.702, -2.792, -3.522], [1.444, -2.052, -1.208], [0.501, -2.330, -2.699], [0.882, -6.342, -1.982], [2.172, -5.604, -0.986], [6.586, -2.613, -6.819], [5.752, -1.506, -6.169], [4.498, -2.159, -5.585], [4.949, -3.846, -5.192], [4.195, -4.734, -6.047], [4.990, -4.006, -3.756], [6.621, -3.751, -5.808], [7.591, -2.268, -7.070], [6.101, -2.946, -7.743], [6.331, -1.038, -5.367], [5.492, -0.723, -6.885], [4.166, -1.652, -4.679], [3.686, -2.187, -6.314], [6.910, -4.706, -6.247], [7.274, -3.510, -4.966]], "forces_ev_per_a": [[0.4, 0.0, -0.6], [0.6, 0.3, 0.8], [1.4, 1.2, 0.5], [-0.7, -2.3, 1.5], [-2.0, 1.9, -4.2], [-0.5, 1.3, 2.0], [-0.7, -2.4, 1.0], [0.9, -0.3, 0.9], [1.5, -0.8, -1.5], [-3.8, 1.3, 1.5], [2.1, -1.1, 1.6], [1.2, -0.2, -1.1], [-0.9, -4.4, -2.4], [2.4, 2.7, -0.9], [-2.0, 3.5, 4.8], [-0.6, 1.4, 1.2], [-1.3, 0.0, 0.0], [0.2, -0.7, 0.9], [0.4, 1.3, 0.3], [-1.0, 0.9, -0.9], [-0.7, -1.4, -2.5], [2.8, -0.4, 0.2], [-0.8, -2.1, 0.6], [1.1, 1.8, 3.5], [-3.0, 0.8, -1.4], [2.1, 1.4, -1.9], [-0.2, -0.7, -1.7], [-1.6, 0.3, 0.6], [0.8, 1.6, 0.3], [-0.9, -1.5, -0.4], [-1.0, 0.2, 1.7], [-0.1, -1.6, -0.8], [0.8, 0.6, -1.1], [-1.1, 1.4, -0.4], [0.4, -0.3, -1.7], [-0.3, 0.9, 1.7], [-0.3, 1.4, -1.1], [1.3, -0.5, -1.0], [0.5, -0.4, 0.7], [1.4, -1.2, 0.3], [0.3, -1.9, -0.2], [-1.0, 0.1, -1.6], [1.6, 1.1, 0.4], [-0.3, -0.1, -1.8], [-0.6, -1.4, 0.5], [0.6, -1.8, 0.1], [0.2, 0.3, 1.6], [-0.1, -0.1, 0.3], [0.0, -0.2, -0.1], [-0.6, -0.3, 0.1], [0.3, -0.2, -0.2], [-0.2, 0.3, -0.3], [0.1, 0.2, 0.4], [0.3, -0.4, -0.1], [0.1, 0.1, 0.1], [0.1, -0.1, -0.1], [0.0, 0.0, 0.1], [0.0, 0.1, -0.1], [0.2, 0.1, 0.1], [0.1, 0.1, -0.1], [-0.1, 0.1, 0.0], [0.0, 0.1, 0.1], [-0.1, -0.2, -0.1], [0.0, -0.1, 0.2], [0.3, -0.5, 0.2], [-0.1, 0.3, 0.2], [0.2, 0.3, 0.3], [-0.1, -0.1, -0.4], [-0.4, -0.1, 0.2], [0.0, 0.0, -0.1], [0.0, 0.1, 0.1], [0.0, 0.0, -0.1], [0.0, 0.1, 0.0], [-0.1, 0.1, -0.2], [0.0, 0.2, 0.0], [0.2, 0.1, 0.0], [0.1, 0.0, -0.1], [0.0, 0.0, -0.2], [0.0, -0.1, 0.2], [0.3, 0.4, -0.3], [0.0, 0.3, 0.1], [0.1, -0.1, 0.4], [-0.3, -0.3, -0.2], [0.3, -0.3, -0.3], [-0.1, 0.1, 0.0], [0.0, 0.0, 0.1], [-0.1, 0.0, -0.1], [-0.1, 0.0, 0.2], [-0.2, 0.0, 0.0], [-0.1, 0.0, 0.2], [-0.1, 0.1, 0.1], [-0.1, 0.0, 0.0], [0.0, 0.1, -0.2], [0.2, 0.2, 0.0], [-0.1, 0.6, -0.1], [0.1, 0.1, 0.2], [0.1, 0.0, 0.4], [0.1, -0.3, -0.5], [0.5, 0.0, -0.3], [-0.1, 0.0, 0.0], [0.1, 0.0, 0.1], [-0.1, 0.0, -0.1], [0.0, -0.1, 0.1], [-0.1, -0.2, -0.1], [0.0, -0.1, 0.1], [-0.1, 0.0, 0.1], [-0.1, -0.1, 0.0]], "lowdin_charge": [-0.14, -0.21, -0.18, -0.09, -0.35, -0.05, -0.21, -0.05, -0.28, 0.03, 0.08, -0.14, -0.51, -0.12, -0.18, -0.12, -0.12, -0.16, -0.08, -0.29, 0.04, 0.02, -0.30, 0.10, 0.08, 0.06, 0.07, 0.07, 0.07, 0.10, 0.12, 0.13, 0.10, 0.13, 0.07, 0.07, 0.08, 0.06, 0.13, 0.15, 0.15, 0.10, 0.09, 0.11, 0.11, 0.14, 0.14, -0.21, -0.22, -0.23, 0.66, -0.33, -0.34, -0.23, 0.12, 0.12, 0.11, 0.11, 0.10, 0.10, 0.11, 0.11, -0.22, -0.22, -0.22, 0.67, -0.32, -0.33, -0.23, 0.12, 0.12, 0.12, 0.11, 0.10, 0.11, 0.09, 0.11, -0.23, -0.22, -0.21, 0.66, -0.32, -0.34, -0.24, 0.09, 0.12, 0.12, 0.09, 0.10, 0.12, 0.10, 0.11, -0.23, -0.21, -0.22, 0.67, -0.32, -0.32, -0.24, 0.11, 0.12, 0.12, 0.12, 0.10, 0.11, 0.11, 0.11], "homo_energy_ev": -4.76, "total_charge": -1, "gap_ev": 6.64}

---

{"formula": "C31H53IrN5O6PSSi2", "method": "ωB97M-V/def2-TZVPD", "symbols": ["Ir", "O", "C", "O", "C", "C", "C", "C", "C", "N", "C", "O", "O", "H", "H", "H", "C", "N", "C", "N", "C", "N", "C", "P", "C", "C", "H", "H", "H", "H", "H", "H", "H", "H", "H", "H", "H", "H", "C", "Si", "C", "C", "C", "Si", "C", "C", "C", "H", "H", "H", "H", "H", "H", "H", "H", "H", "H", "H", "H", "H", "H", "H", "H", "H", "H", "H", "O", "N", "C", "C", "C", "C", "C", "H", "H", "H", "H", "H", "C", "C", "C", "S", "O", "C", "C", "C", "H", "H", "H", "H", "H", "H", "H", "H", "H", "H", "H", "H", "H", "H"], "xyz": [[-0.499, -0.320, 0.382], [0.536, -4.298, 0.788], [0.334, -3.102, 0.888], [-0.468, -2.405, 0.143], [1.063, -2.279, 1.928], [1.983, -2.729, 2.854], [2.558, -1.796, 3.715], [2.205, -0.453, 3.635], [1.284, -0.081, 2.676], [0.756, -0.991, 1.863], [0.776, 1.320, 2.388], [0.866, 2.212, 3.193], [0.249, 1.422, 1.185], [2.220, -3.783, 2.882], [3.288, -2.117, 4.446], [2.621, 0.308, 4.279], [-1.857, 0.301, -4.622], [-2.923, -0.034, -3.687], [-3.692, 1.174, -3.390], [-2.877, 2.286, -2.905], [-1.818, 2.550, -3.869], [-0.987, 1.383, -4.157], [-0.174, 0.985, -3.009], [-1.238, 0.511, -1.566], [-2.374, -0.626, -2.465], [-2.320, 2.017, -1.577], [-2.312, 0.618, -5.563], [-1.249, -0.587, -4.808], [-4.453, 0.937, -2.644], [-4.189, 1.494, -4.308], [-1.181, 3.353, -3.491], [-2.278, 2.877, -4.804], [0.469, 1.818, -2.723], [0.467, 0.146, -3.263], [-3.183, -0.912, -1.796], [-1.827, -1.538, -2.717], [-1.722, 2.876, -1.259], [-3.129, 1.908, -0.859], [-4.632, 1.082, 2.812], [-2.807, 0.963, 2.367], [-1.891, 0.372, 3.888], [-2.371, 2.731, 1.940], [-2.568, -0.221, 0.895], [-3.417, -1.918, 1.070], [-2.902, -2.767, 2.653], [-3.230, -3.135, -0.350], [-5.281, -1.622, 1.081], [-4.804, 1.977, 3.415], [-4.989, 0.225, 3.385], [-5.253, 1.163, 1.919], [-1.783, 1.189, 4.605], [-0.890, 0.015, 3.660], [-2.423, -0.442, 4.377], [-2.609, 3.367, 2.797], [-2.970, 3.082, 1.096], [-1.319, 2.870, 1.704], [-3.120, 0.262, 0.085], [-1.814, -2.823, 2.741], [-3.288, -3.789, 2.670], [-3.284, -2.251, 3.534], [-2.213, -3.216, -0.720], [-3.895, -2.888, -1.181], [-3.524, -4.124, 0.014], [-5.679, -1.467, 2.082], [-5.794, -2.486, 0.651], [-5.551, -0.747, 0.486], [1.414, -0.836, -1.479], [1.917, -2.041, -1.473], [3.029, -2.292, -0.751], [3.563, -3.560, -0.695], [2.944, -4.597, -1.373], [1.802, -4.319, -2.104], [1.309, -3.034, -2.149], [3.423, -1.438, -0.223], [4.451, -3.721, -0.101], [3.329, -5.605, -1.312], [1.267, -5.096, -2.631], [0.416, -2.742, -2.676], [2.825, 4.794, 0.719], [3.162, 4.113, -0.606], [2.393, 2.806, -0.796], [3.143, 1.376, 0.012], [3.725, 1.833, 1.323], [4.566, 1.191, -1.148], [5.877, 1.063, -0.386], [6.019, -0.278, 0.327], [3.384, 5.725, 0.828], [3.063, 4.143, 1.557], [1.760, 5.029, 0.771], [4.238, 3.929, -0.660], [2.914, 4.779, -1.436], [2.316, 2.500, -1.842], [1.390, 2.882, -0.371], [4.580, 2.044, -1.826], [4.357, 0.294, -1.737], [5.929, 1.866, 0.351], [6.701, 1.202, -1.089], [5.231, -0.402, 1.073], [6.974, -0.348, 0.848], [5.967, -1.108, -0.385]], "forces_ev_per_a": [[1.6, -0.3, -0.7], [0.0, 0.1, 0.1], [-0.2, 0.0, -0.1], [-0.3, -0.2, -0.4], [0.0, 0.0, 0.0], [0.0, 0.0, 0.0], [0.0, 0.0, -0.1], [0.0, 0.0, 0.0], [0.1, 0.0, -0.1], [-0.4, 0.0, 0.7], [0.0, 0.0, -0.3], [0.2, 0.0, 0.0], [-0.3, 0.6, 0.1], [0.0, 0.0, 0.0], [0.0, 0.0, 0.0], [0.0, 0.0, 0.0], [0.1, 0.1, 0.1], [-0.1, -0.1, 0.0], [0.1, 0.0, 0.0], [0.0, 0.1, 0.0], [0.1, -0.1, 0.0], [0.0, 0.0, -0.1], [0.0, 0.1, 0.1], [-1.0, -0.1, -0.1], [0.1, 0.1, -0.2], [0.2, 0.1, -0.1], [0.0, 0.0, 0.0], [0.0, 0.0, 0.0], [0.0, 0.0, 0.0], [0.0, 0.0, 0.0], [0.0, 0.0, 0.0], [0.0, 0.0, 0.0], [0.0, 0.0, 0.0], [0.0, 0.0, 0.0], [0.0, 0.0, 0.0], [0.0, 0.0, 0.0], [0.0, 0.0, 0.1], [0.0, 0.0, 0.0], [-0.1, -0.1, 0.1], [-0.2, -0.1, -0.2], [0.1, 0.1, 0.1], [0.1, 0.1, 0.0], [0.4, -0.2, 0.6], [0.0, 0.2, -0.1], [0.1, -0.1, 0.0], [0.1, 0.0, -0.2], [-0.1, 0.0, 0.1], [0.0, 0.0, 0.0], [0.0, 0.0, 0.0], [0.0, 0.0, 0.0], [0.0, 0.0, 0.0], [-0.1, -0.1, 0.1], [-0.1, 0.0, 0.0], [0.0, 0.0, 0.0], [-0.1, 0.0, 0.0], [0.0, 0.0, 0.0], [-0.1, 0.0, 0.0], [0.0, 0.0, 0.0], [0.0, 0.0, 0.0], [0.0, 0.0, 0.0], [-0.1, 0.0, 0.0], [-0.1, 0.0, 0.0], [-0.1, 0.0, 0.0], [0.0, 0.0, 0.0], [0.0, 0.0, 0.0], [0.0, 0.0, 0.0], [0.1, -0.1, 0.0], [0.0, 0.2, 0.2], [0.0, -0.1, 0.1], [0.0, 0.0, 0.0], [0.0, 0.0, 0.0], [0.0, 0.0, 0.0], [0.0, -0.1, 0.0], [0.0, 0.0, 0.0], [0.0, 0.0, 0.0], [0.0, 0.0, 0.0], [0.0, 0.0, 0.0], [0.0, 0.0, 0.0], [0.0, 0.0, 0.0], [0.0, 0.0, 0.1], [0.0, 0.1, 0.0], [0.4, 0.0, 0.6], [-0.2, -0.1, -0.3], [0.0, 0.0, 0.0], [0.0, -0.1, 0.1], [0.0, 0.0, 0.0], [0.0, 0.0, 0.0], [0.0, 0.0, 0.0], [0.0, 0.0, 0.0], [0.0, 0.0, 0.0], [0.0, 0.0, 0.0], [0.0, 0.1, 0.0], [0.0, -0.1, 0.0], [0.0, 0.0, 0.0], [0.0, 0.0, 0.0], [0.0, 0.0, 0.0], [0.0, 0.0, 0.0], [0.0, 0.0, 0.0], [0.0, 0.0, 0.0], [0.0, 0.0, 0.0]], "lowdin_charge": [1.15, 0.08, -0.59, -0.22, -0.17, 0.03, -0.01, 0.04, -0.19, 0.02, -0.61, 0.11, -0.26, 0.13, 0.11, 0.13, -0.19, -0.14, -0.18, -0.14, -0.19, -0.14, -0.28, 0.91, -0.28, -0.27, 0.13, 0.13, 0.13, 0.13, 0.13, 0.13, 0.08, 0.08, 0.07, 0.09, 0.10, 0.07, -0.18, 0.43, -0.15, -0.17, -0.48, 0.44, -0.16, -0.19, -0.18, 0.03, 0.02, 0.03, 0.05, 0.01, 0.02, 0.04, 0.02, 0.01, -0.04, 0.03, 0.04, 0.02, 0.00, 0.03, 0.04, 0.02, 0.03, 0.03, -0.21, -0.20, -0.02, -0.03, -0.05, -0.03, -0.01, 0.10, 0.12, 0.11, 0.12, 0.13, -0.10, -0.27, -0.35, 0.91, -0.51, -0.33, -0.29, -0.11, 0.07, 0.06, 0.08, 0.10, 0.11, 0.08, 0.07, 0.08, 0.08, 0.10, 0.11, 0.06, 0.07, 0.07], "de_lowest_kj_mol": 0.0, "homo_energy_ev": -7.93, "total_charge": 0, "gap_ev": 7.44}